A 18-piece molecular cluster, C72H180O18 overall, computed with ωB97M-V/def2-TZVPD.

```
270
Properties=species:S:1:pos:R:3:forces:R:3
C -1.6854 5.4980 -2.4091 -1.4 -0.1 0.1
C -1.2938 4.1851 -1.7643 0.9 0.3 0.8
O -0.3230 3.4586 -2.5066 -0.1 0.7 0.5
C -0.7505 2.4570 -3.4159 0.2 0.1 0.6
C 0.5429 1.8599 -3.9065 0.1 1.2 -1.3
H -2.3270 5.9971 -1.6635 -0.1 0.0 -0.4
H -0.8524 6.1600 -2.5132 0.8 0.2 -0.2
H -2.2292 5.4281 -3.3795 0.4 -0.2 0.7
H -0.8305 4.4659 -0.7632 -0.3 -0.5 -1.2
H -2.1519 3.5683 -1.4960 -0.2 -0.2 -0.3
H -1.2803 1.6938 -2.8032 -0.4 0.3 -0.8
H -1.3284 2.8729 -4.2857 0.1 -0.4 1.0
H 1.0855 1.4232 -3.0789 0.2 -0.1 0.0
H 1.1375 2.7349 -4.3470 -0.5 -1.4 0.5
H 0.2882 1.1252 -4.6776 0.6 0.0 0.1
C -5.1263 0.7866 2.6164 1.6 -0.5 -1.2
C -5.8843 -0.3464 2.0297 0.0 -2.8 -0.6
O -6.6882 -0.0025 0.8608 0.7 -0.6 1.3
C -7.6231 -1.0466 0.6210 1.0 -1.3 -0.1
C -8.3009 -0.7866 -0.6793 -1.5 0.3 -0.3
H -5.6906 1.6598 2.7268 -1.1 1.3 0.6
H -4.5146 0.5480 3.4833 -0.5 -0.2 0.4
H -4.3559 1.0281 1.8822 0.0 0.2 -0.2
H -5.1483 -1.1508 1.6928 -0.5 0.9 0.2
H -6.4705 -0.9553 2.7615 -0.2 0.9 -0.3
H -7.1478 -2.1058 0.5520 -0.3 1.7 0.4
H -8.3147 -1.0614 1.4603 -0.3 -0.2 0.1
H -8.9316 -1.6454 -0.9744 0.2 0.3 0.2
H -7.5911 -0.6442 -1.4837 0.2 0.2 -0.1
H -8.9776 0.0936 -0.5787 0.6 -0.5 -0.3
C 6.4803 -0.4849 -1.1176 0.1 -1.3 -0.8
C 4.9443 -0.6184 -1.4571 1.2 2.2 -0.6
O 4.3547 -1.7072 -0.8511 -0.2 -1.2 0.9
C 3.2812 -2.3486 -1.5334 0.9 -0.9 0.2
C 2.9318 -3.6804 -0.8019 0.8 -0.1 -1.2
H 6.6750 -0.7372 -0.0819 -0.4 0.3 0.5
H 7.1589 -1.2232 -1.6336 -0.9 0.7 0.0
H 6.8734 0.5274 -1.2930 -0.4 -0.3 0.0
H 4.5358 0.3413 -1.0330 -0.2 -0.7 -0.5
H 4.7542 -0.5896 -2.5725 0.3 -0.2 1.0
H 2.4536 -1.6552 -1.6383 -0.4 -0.1 0.1
H 3.6669 -2.5887 -2.5324 -0.3 -0.1 -0.1
H 3.8388 -4.2860 -0.6223 -0.1 0.4 -0.4
H 2.2514 -4.3199 -1.3965 0.2 0.5 0.2
H 2.5350 -3.5601 0.1753 -0.7 0.5 0.8
C 4.8616 1.5958 -4.8638 0.2 0.6 0.9
C 4.6030 3.0305 -5.3073 -2.4 -0.7 0.9
O 4.5716 3.8429 -4.1513 0.6 0.1 0.3
C 4.3641 5.1923 -4.4473 -1.3 0.5 0.3
C 4.4574 5.9894 -3.1747 0.3 0.1 0.0
H 5.8617 1.2863 -5.0826 0.8 -0.1 0.0
H 4.7279 1.6046 -3.7681 0.0 -0.3 -0.4
H 4.2359 0.8408 -5.2952 -0.7 -0.1 -0.3
H 5.3160 3.4072 -5.9826 1.0 0.4 -1.1
H 3.5718 3.1220 -5.7172 0.6 -0.2 -0.4
H 5.1052 5.6027 -5.1037 0.6 -0.1 -0.9
H 3.3398 5.3637 -4.8998 0.9 -0.3 0.1
H 3.5958 5.7656 -2.5726 -0.3 0.0 0.6
H 4.4819 7.0588 -3.4175 0.0 -0.2 0.2
H 5.3746 5.7065 -2.6444 -0.2 0.2 0.0
C 2.5101 -1.8608 -6.3743 0.3 -0.1 -1.1
C 1.3327 -1.7727 -5.4166 0.8 1.2 0.7
O 0.3372 -0.8714 -5.9248 0.4 -0.5 -0.3
C -0.9512 -1.1125 -5.4032 -0.9 -1.4 -2.3
C -2.0253 -0.2572 -6.1258 -0.1 0.1 0.9
H 3.1015 -0.9488 -6.5254 -0.7 0.2 0.1
H 3.2929 -2.5519 -6.0421 -0.5 -0.3 0.2
H 2.1596 -2.1948 -7.3806 0.3 0.2 0.7
H 0.9334 -2.7729 -5.2673 -0.3 0.0 0.2
H 1.7185 -1.3629 -4.4305 -0.6 -0.6 -0.7
H -1.2456 -2.1768 -5.5917 0.4 0.4 0.2
H -0.9515 -1.0211 -4.3520 -0.1 0.6 1.5
H -2.7190 0.1293 -5.3604 0.0 -0.2 -0.4
H -2.5981 -0.7270 -6.9464 0.4 -0.2 0.6
H -1.5871 0.6169 -6.5599 0.5 0.6 -0.2
C 1.9365 1.6248 0.6219 0.8 -2.4 -0.8
C 0.9897 0.7918 -0.2643 0.2 0.0 0.1
O 0.1244 0.1023 0.6223 -1.2 -0.5 0.1
C -1.0963 -0.4562 0.0550 1.4 0.1 0.1
C -1.9111 -1.1661 1.1174 0.0 -1.4 -0.6
H 2.6882 2.1584 0.0638 0.0 0.4 -0.5
H 1.4012 2.2733 1.2612 -0.7 0.7 0.6
H 2.5021 0.8985 1.2112 -0.1 0.1 0.3
H 0.4550 1.5265 -0.8595 -0.5 -0.1 -0.5
H 1.4852 0.0189 -0.9364 -0.2 1.1 0.6
H -1.7099 0.3439 -0.3630 0.1 0.0 -0.3
H -0.8296 -1.1648 -0.7545 0.0 0.3 0.2
H -1.3223 -1.9470 1.6662 -0.3 0.9 -0.3
H -2.6865 -1.7523 0.5421 0.4 0.7 0.7
H -2.3746 -0.4577 1.8042 0.0 -0.2 0.1
C -1.2314 8.8719 -0.5888 0.6 0.7 2.2
C 0.2071 8.7183 -0.0460 -0.6 -1.0 0.2
O 0.4367 7.3141 0.1271 -1.5 0.3 -1.2
C 1.6432 6.8750 0.6349 0.0 -0.5 1.0
C 1.6023 5.3568 0.8299 -0.3 0.1 0.9
H -1.2467 8.2357 -1.4380 -0.7 -0.4 -0.8
H -1.9807 8.5925 0.2293 1.0 0.1 -1.3
H -1.3928 9.9347 -0.8315 -0.1 -0.5 -0.2
H 0.9499 9.1703 -0.6958 0.2 0.0 -0.4
H 0.2856 9.1924 0.9119 0.2 0.5 0.8
H 2.4799 7.0724 -0.0181 0.4 0.5 -0.5
H 1.7902 7.3905 1.5904 0.5 -0.1 0.2
H 0.9633 5.0264 1.6891 0.4 0.5 -0.7
H 2.6223 5.0273 1.0545 -0.1 -0.2 -0.1
H 1.2314 4.8661 -0.0721 0.2 0.0 0.0
C -1.3144 -5.6333 1.6180 -0.3 0.4 0.3
C 0.1305 -6.1417 1.5092 -2.2 0.9 0.0
O 0.3920 -6.5386 0.1960 1.0 -0.6 0.1
C 1.7054 -7.1197 0.1718 0.4 1.4 -0.6
C 2.1005 -7.4175 -1.2504 -0.2 -0.1 0.0
H -2.1385 -6.3106 1.3601 0.6 -0.5 0.1
H -1.4912 -5.3012 2.6414 0.0 -0.1 0.1
H -1.5436 -4.7603 1.0268 0.4 0.5 -0.5
H 0.8148 -5.3704 1.8590 0.2 0.3 -0.1
H 0.1801 -6.9311 2.2288 0.5 -1.1 0.3
H 2.4180 -6.3721 0.5863 -0.3 -0.4 0.0
H 1.7315 -7.9966 0.7719 0.0 -0.8 0.8
H 1.6707 -8.3518 -1.5995 0.0 -0.1 -0.1
H 3.1705 -7.4102 -1.4326 0.2 -0.2 0.3
H 1.7112 -6.6084 -1.8291 -0.4 0.5 -0.7
C 1.2283 -5.7112 -5.6880 -0.7 -0.6 -0.7
C -0.0252 -5.9416 -4.8571 0.3 -1.6 -1.4
O -0.0670 -4.9668 -3.9037 -0.4 1.0 1.7
C -1.1382 -5.0773 -2.9446 -0.1 -0.5 -0.9
C -1.1786 -3.8433 -2.1240 -1.2 1.5 0.7
H 2.1095 -5.8422 -5.0866 0.4 0.1 0.3
H 1.2853 -6.3951 -6.5632 -0.1 0.3 0.6
H 1.1643 -4.7072 -6.0718 0.3 0.4 -0.2
H -0.9042 -5.9022 -5.5168 -0.1 0.1 0.0
H 0.0027 -6.9791 -4.4635 -0.1 0.4 0.3
H -2.0970 -5.1483 -3.4798 0.2 -0.2 0.0
H -1.0220 -5.9902 -2.3460 0.2 0.1 0.0
H -2.0199 -3.8507 -1.3853 0.5 -0.3 -0.7
H -1.3475 -2.9447 -2.7591 0.1 -0.6 0.2
H -0.3090 -3.6513 -1.5272 0.8 -0.1 0.2
C 6.0267 2.0850 1.6859 -1.3 -1.3 -0.1
C 7.2740 2.8144 1.4325 0.7 0.7 -2.9
O 8.0815 2.1031 0.4234 -1.9 0.3 1.0
C 9.3492 2.6464 0.1921 -0.8 1.1 0.9
C 9.9423 1.9156 -0.9567 0.4 0.0 -1.2
H 6.1847 0.9938 1.8788 0.0 0.9 0.2
H 5.5027 2.5707 2.5056 0.0 -0.2 0.4
H 5.3145 2.1353 0.8574 0.2 0.1 -0.2
H 7.0557 3.8776 1.1192 0.2 -0.9 -0.2
H 7.8308 2.9274 2.3019 1.3 -0.1 1.8
H 9.2067 3.7283 -0.0706 0.4 -0.6 0.2
H 9.8851 2.5784 1.1593 0.4 0.1 -0.5
H 10.9028 2.3593 -1.2336 0.0 -0.2 0.1
H 9.2832 2.0320 -1.8369 0.2 0.0 0.4
H 10.0651 0.8436 -0.8009 0.0 0.1 0.3
C 3.3826 0.9692 4.0331 0.5 -1.1 0.9
C 2.2397 1.7973 4.5803 -0.7 0.4 -1.2
O 2.6234 3.1744 4.5725 0.1 -0.9 -0.5
C 1.7425 4.0835 5.1517 -0.6 2.0 -1.1
C 2.5457 5.4149 5.1991 -0.5 -0.4 -1.3
H 3.5303 1.1116 2.9794 -0.1 0.1 -0.5
H 4.3480 1.1607 4.5055 -0.1 0.5 0.2
H 3.2623 -0.1233 4.2214 -0.4 0.7 -0.2
H 1.3505 1.6258 3.8936 0.6 0.3 0.8
H 1.9431 1.5389 5.5878 0.0 -0.3 0.4
H 0.7335 4.2038 4.6081 1.4 -0.3 0.3
H 1.4904 3.8386 6.1593 -0.2 -0.6 1.0
H 3.5058 5.2100 5.6318 0.4 0.0 0.6
H 2.0549 6.2631 5.6295 -0.5 0.1 1.0
H 2.7645 5.8379 4.2174 0.0 -0.6 -0.5
C -1.3076 -1.1696 4.5433 0.6 0.4 1.2
C -1.7292 -0.1829 5.6460 -0.7 0.4 -0.5
O -2.4074 0.9645 5.0284 1.0 -1.1 0.8
C -3.0196 1.7724 6.0041 -0.6 0.2 -0.2
C -3.5514 3.0130 5.3683 -0.3 0.7 1.0
H -0.8248 -2.0398 5.0196 -0.3 0.3 -0.3
H -2.1021 -1.4825 3.8907 -0.6 -0.2 0.0
H -0.5568 -0.7135 3.9076 0.2 0.2 -0.1
H -2.4620 -0.6281 6.3702 0.7 0.1 -0.5
H -0.8201 0.1512 6.2119 -0.8 -0.1 -0.4
H -3.8337 1.2623 6.4876 -0.6 -0.8 0.2
H -2.3759 2.0791 6.8175 0.8 -0.1 0.2
H -4.2567 2.8703 4.5842 -0.7 -0.5 -0.6
H -2.7363 3.5261 4.9244 0.7 0.8 -0.3
H -4.0388 3.6507 6.1380 0.4 -0.3 -0.4
C -3.6964 -4.3701 -5.7688 0.4 0.8 -0.7
C -4.6168 -3.4255 -5.0430 -0.2 -0.4 1.4
O -4.4955 -3.7503 -3.6434 0.5 -0.7 -0.9
C -5.2484 -2.9795 -2.7791 -0.2 0.9 0.6
C -5.0638 -3.5543 -1.3654 0.4 0.8 -0.2
H -3.6454 -4.1828 -6.8537 -0.1 0.1 0.4
H -2.6947 -4.2795 -5.3650 0.3 0.2 0.0
H -3.9823 -5.3889 -5.6247 -0.4 -0.7 0.1
H -4.3570 -2.3730 -5.0975 0.1 0.3 -0.6
H -5.6604 -3.5702 -5.3380 -0.1 0.1 -0.1
H -4.9642 -1.8748 -2.8702 -0.2 -1.2 0.3
H -6.3281 -3.0400 -3.0199 0.2 0.0 -0.1
H -5.3343 -4.6060 -1.3582 0.2 -0.2 -0.1
H -5.7979 -3.0493 -0.7401 0.2 0.1 0.4
H -4.0218 -3.4219 -0.9690 -1.1 -0.1 -0.3
C 1.8569 -2.1448 2.5306 1.2 0.6 0.3
C 2.1891 -3.2384 3.5141 1.9 0.4 0.2
O 1.0030 -3.6291 4.0822 -1.4 -0.1 -0.3
C 1.0824 -4.5934 5.0532 -0.6 -0.8 1.8
C -0.3272 -4.9623 5.5466 0.5 -0.3 -2.4
H 1.0603 -2.4267 1.8458 0.2 0.0 -0.2
H 1.5581 -1.2555 3.0878 -0.4 -0.1 0.0
H 2.8041 -1.8198 2.0573 -0.6 -0.3 -0.4
H 2.7741 -4.0959 3.0791 -0.7 0.4 0.0
H 2.8933 -2.8269 4.3020 -0.6 -0.3 -0.5
H 1.6129 -5.4821 4.7488 0.3 -0.5 -0.6
H 1.6364 -4.2383 5.9166 0.4 0.4 0.3
H -0.3116 -5.6170 6.3858 0.1 -0.5 0.7
H -0.8487 -5.4757 4.6952 0.2 0.5 0.9
H -0.8170 -4.0455 5.7865 -0.7 0.5 0.3
C -5.1755 -3.8332 4.3863 -0.6 0.4 0.2
C -5.3051 -4.8542 3.2580 -0.2 0.2 0.8
O -6.6915 -4.7457 2.8897 1.4 -0.5 0.9
C -7.0336 -5.4469 1.7519 -0.1 0.5 -1.8
C -8.5332 -5.3994 1.6295 -0.3 1.1 -0.3
H -5.5485 -4.2709 5.3160 0.0 0.1 0.0
H -4.1471 -3.4926 4.5699 -0.3 0.0 -0.2
H -5.8789 -2.9776 4.1444 1.1 -0.8 0.2
H -4.6129 -4.5757 2.4649 -0.3 0.1 -0.6
H -4.9929 -5.8916 3.5755 -0.6 0.8 -0.2
H -6.4971 -5.0039 0.8712 -0.6 0.0 0.4
H -6.7402 -6.4770 1.7180 0.5 -0.9 0.6
H -9.0093 -6.1648 2.2141 -0.2 -0.1 0.6
H -8.8888 -5.5470 0.6297 0.1 -0.3 -0.8
H -8.9001 -4.3892 1.8860 0.1 -0.5 0.3
C -1.8001 2.6463 1.5001 1.3 0.1 -0.3
C -2.9971 3.5125 1.5215 -0.1 1.4 -0.7
O -3.1007 4.4204 2.6162 0.9 -0.1 -0.5
C -4.2764 5.1987 2.5754 -0.9 -0.9 0.5
C -4.1544 6.3216 3.5839 -0.4 1.4 -0.7
H -1.5789 2.1667 2.4184 0.1 -0.4 1.2
H -1.8670 1.8425 0.7774 -0.5 0.0 -0.2
H -0.9159 3.1835 1.1821 0.4 0.3 0.1
H -2.9806 4.1196 0.6000 -0.3 -0.1 0.0
H -3.8344 2.8685 1.4772 -1.4 -0.4 0.1
H -4.5406 5.5491 1.5542 0.4 0.0 0.4
H -5.0963 4.5019 2.8832 0.1 0.6 -0.2
H -5.1077 6.8751 3.7699 0.5 -0.9 0.1
H -3.4860 7.1080 3.2480 0.2 0.1 -0.6
H -3.6523 6.0286 4.4783 -0.2 -0.7 0.9
C -4.5028 4.1169 -5.4511 -0.6 -1.5 -0.4
C -5.2872 3.4130 -4.3517 0.9 1.1 -0.1
O -4.3951 2.6431 -3.5819 -0.2 -0.6 0.2
C -5.0448 2.1636 -2.4021 -0.2 0.3 -0.9
C -4.2159 1.1543 -1.6943 0.0 -1.5 1.7
H -5.1598 4.5682 -6.1674 -0.6 0.5 -0.2
H -3.8587 4.8680 -5.0566 0.7 0.3 0.2
H -3.9929 3.3586 -6.0506 0.5 0.1 0.3
H -5.6788 4.2042 -3.7217 -0.5 0.2 0.4
H -6.1151 2.8359 -4.7467 -0.2 -0.4 -0.1
H -5.2986 3.0284 -1.7796 0.2 0.0 0.3
H -5.9968 1.7119 -2.6833 -0.3 -0.1 -0.1
H -3.2070 1.4863 -1.4784 0.1 0.4 0.0
H -4.0905 0.1481 -2.1684 -0.4 0.9 -0.1
H -4.7112 0.9368 -0.6973 0.5 0.2 -1.0
C 7.7555 0.5847 4.7163 0.1 0.6 0.2
C 8.0857 -0.3661 3.5660 1.4 0.9 0.3
O 6.9263 -1.1032 3.2769 0.1 0.1 -0.4
C 7.2241 -2.2708 2.5492 -1.7 -1.2 -1.3
C 5.8584 -3.0302 2.2646 1.0 0.3 0.3
H 8.5650 1.0739 5.2761 0.4 -0.6 -0.5
H 7.1799 1.4492 4.4132 -0.5 0.0 -0.5
H 7.1623 0.0803 5.4605 -0.3 -0.4 0.2
H 8.5274 0.1961 2.6896 -0.9 -0.4 0.4
H 8.9220 -1.0335 3.8451 -0.4 -0.1 0.2
H 7.7076 -2.0558 1.5571 -0.1 0.0 0.9
H 7.8376 -2.9254 3.1741 0.4 0.0 -0.2
H 5.1179 -2.3790 1.8215 0.0 0.4 -0.2
H 5.4637 -3.4069 3.1972 -0.2 0.1 0.5
H 5.9265 -3.9146 1.6204 0.5 0.3 -0.1
```
Forces are in eV/Å.

Calculated values
Highest occupied orbital energy: -0.3381 hartree
Kohn-Sham gap: 9.95 eV
Energy relative to the best compared isomer or geometry (same formula, charge and spin): 76.5 kcal/mol
Strongest force on any atom: 3.07 eV/Å

Atom charges from the Mulliken analysis, given in e for atoms 1 to 99: atom 1 (C): -1.5115, atom 2 (C): 2.4583, atom 3 (O): 0.1086, atom 4 (C): 0.5955, atom 5 (C): -0.7355, atom 6 (H): 0.4529, atom 7 (H): 0.3606, atom 8 (H): -0.0961, atom 9 (H): -0.7253, atom 10 (H): -1.1569, atom 11 (H): -0.3946, atom 12 (H): 0.3577, atom 13 (H): -0.1205, atom 14 (H): 0.1571, atom 15 (H): 0.3599, atom 16 (C): -0.0565, atom 17 (C): -0.1288, atom 18 (O): -0.3256, atom 19 (C): 0.5635, atom 20 (C): -1.3611, atom 21 (H): 0.4652, atom 22 (H): 0.1101, atom 23 (H): -0.8275, atom 24 (H): -0.1062, atom 25 (H): 0.5519, atom 26 (H): -0.3863, atom 27 (H): 0.3949, atom 28 (H): 0.3718, atom 29 (H): 0.1398, atom 30 (H): 0.3705, atom 31 (C): -1.0719, atom 32 (C): 0.5461, atom 33 (O): -0.0718, atom 34 (C): 0.5137, atom 35 (C): -0.4676, atom 36 (H): -0.2300, atom 37 (H): 0.3772, atom 38 (H): 0.3687, atom 39 (H): -0.2704, atom 40 (H): 0.1903, atom 41 (H): -0.5030, atom 42 (H): 0.4608, atom 43 (H): 0.3578, atom 44 (H): -0.1330, atom 45 (H): -0.0760, atom 46 (C): -0.3800, atom 47 (C): -0.4260, atom 48 (O): -0.1406, atom 49 (C): -0.3658, atom 50 (C): -0.9174, atom 51 (H): 0.4906, atom 52 (H): 0.0722, atom 53 (H): -0.2170, atom 54 (H): 0.3945, atom 55 (H): 0.2635, atom 56 (H): 0.2932, atom 57 (H): 0.2775, atom 58 (H): 0.0570, atom 59 (H): 0.3944, atom 60 (H): 0.2708, atom 61 (C): -1.5789, atom 62 (C): 1.7906, atom 63 (O): -0.5413, atom 64 (C): 0.6950, atom 65 (C): -1.3707, atom 66 (H): 0.2890, atom 67 (H): 0.3792, atom 68 (H): 0.3606, atom 69 (H): -0.9615, atom 70 (H): -0.1389, atom 71 (H): 0.1394, atom 72 (H): -0.1246, atom 73 (H): 0.1911, atom 74 (H): 0.3067, atom 75 (H): 0.4723, atom 76 (C): -0.6844, atom 77 (C): 1.2020, atom 78 (O): 2.1406, atom 79 (C): 0.1670, atom 80 (C): 1.2466, atom 81 (H): 0.6007, atom 82 (H): 0.1937, atom 83 (H): -0.7657, atom 84 (H): -0.4820, atom 85 (H): -1.2965, atom 86 (H): -0.4432, atom 87 (H): -0.4284, atom 88 (H): -0.5602, atom 89 (H): -0.2050, atom 90 (H): -0.6443, atom 91 (C): -0.7251, atom 92 (C): -0.5608, atom 93 (O): -0.0516, atom 94 (C): -0.8266, atom 95 (C): -0.2980, atom 96 (H): 0.1131, atom 97 (H): 0.1254, atom 98 (H): 0.3908, atom 99 (H): 0.3369